C14H32FeN6O6S as an isolated structure, computed with ωB97M-V with the def2-TZVPD basis set.

XYZ file:
```
60
C14H32FeN6O6S (ωB97M-V with the def2-TZVPD basis set)
O -0.69037 -1.21301 -4.62459
H -0.06382 -1.25835 -5.34946
Fe 0.85175 0.24111 -0.98693
N 1.92282 -1.12263 -1.90735
N -0.25458 -1.55516 -0.95386
N 1.29412 2.02082 -0.83600
N -0.81885 1.16081 -0.31696
O 3.07850 -0.60500 -2.14501
O 2.51911 2.31994 -1.44888
O -1.97473 0.51823 -0.01243
O -1.27087 -1.75873 -0.16780
C 0.23685 -2.64523 -1.56730
C 1.47778 -2.35266 -2.21098
C 0.43044 3.04415 -0.55923
C -0.81966 2.49985 -0.14388
C 2.07496 -3.20353 -3.26215
H 1.55252 -3.03725 -4.21269
H 1.96014 -4.25915 -3.03682
H 3.13217 -2.98014 -3.40398
C -0.48227 -3.95361 -1.50841
H -1.39071 -3.94843 -2.14431
H -0.83297 -4.16899 -0.47559
H 0.13786 -4.80468 -1.81994
C 0.75303 4.46524 -0.76755
C -1.92374 3.19488 0.54472
H 1.14188 4.64479 -1.77240
H 1.47284 4.89066 -0.05946
H -0.16430 5.07908 -0.67584
H -2.70280 2.48530 0.88226
H -2.42904 3.92294 -0.08429
H -1.58820 3.72225 1.44673
H 2.95375 1.45902 -1.67194
H -1.72623 -0.50431 -0.04176
C -2.64820 -0.80322 -4.18773
H -2.71747 -1.88165 -4.30155
H -2.32755 0.07001 -4.72930
H -3.06429 -0.53039 -3.18535
O 0.04851 0.66589 -2.53442
H -0.25951 -0.50848 -4.05515
H 0.50939 1.49804 -2.85041
C -1.33598 -2.21474 4.17418
C -0.00910 -1.68975 3.69701
N -0.13655 -0.99482 2.38253
C 0.86698 -0.14592 2.04004
S 1.93852 -0.47615 0.72443
N 1.11511 0.93647 2.75674
C 0.10080 1.55478 3.62989
C 0.79434 2.31842 4.72918
H -2.08217 -1.41482 4.25431
H -1.20971 -2.64683 5.16304
H -1.72960 -2.99339 3.51705
H 0.42795 -0.99633 4.42258
H 0.70617 -2.52050 3.55872
H -0.47406 -1.60189 1.63963
H 1.82818 1.56780 2.36499
H -0.53375 2.21109 3.01244
H -0.53675 0.75489 4.01096
H 1.25838 3.22045 4.34642
H 0.06171 2.61651 5.49640
H 1.55121 1.70635 5.21744
```

Multiplicity: 5
Net charge: 0
HOMO energy (spin up / spin down) (eV): -6.0 / -6.6
E_tot (Eh): -2994.12836
ΔE to the lowest compared entry with this formula, charge and spin (kcal per mole): 31.1
HOMO-LUMO gap (spin up / spin down) (eV): 5.52 / 6.06

Calculated atomic charges, method natural (NBO), unit e: -0.943 0.459 1.086 -0.045 -0.130 -0.175 -0.047 -0.593 -0.555 -0.526 -0.656 0.165 0.113 0.229 0.101 -0.657 0.230 0.216 0.240 -0.666 0.244 0.238 0.215 -0.680 -0.677 0.257 0.247 0.233 0.269 0.236 0.217 0.520 0.480 -0.554 0.180 0.181 0.150 -0.997 0.514 0.449 -0.618 -0.208 -0.657 0.422 -0.097 -0.564 -0.225 -0.621 0.213 0.218 0.223 0.193 0.201 0.449 0.426 0.203 0.219 0.210 0.226 0.219


C35H33GeIrN3OS2 as an isolated structure, computed with ωB97M-V with the def2-TZVPD basis set.

XYZ file:
```
76
C35H33GeIrN3OS2 (ωB97M-V with the def2-TZVPD basis set)
Ir 0.40191 -0.03390 0.08162
N 3.44953 2.26344 -1.84750
C 3.70154 3.49468 -1.18874
C 4.59675 4.38617 -1.75362
C 4.85812 5.59389 -1.12080
C 4.22759 5.89835 0.07468
C 3.33399 4.99860 0.64055
C 3.06688 3.79498 0.00933
S 1.91591 2.69338 0.78962
N 1.92371 1.36624 -0.29775
C 2.64842 1.29656 -1.37220
C 2.59770 -0.01618 -2.08235
C 3.47034 -0.40295 -3.08295
C 3.33312 -1.67788 -3.61932
C 2.34023 -2.51107 -3.14304
C 1.51135 -2.05347 -2.12737
N 1.64171 -0.83951 -1.60254
H 3.91571 2.11838 -2.72752
H 5.08701 4.14300 -2.68800
H 5.55551 6.28867 -1.56549
H 4.42853 6.83419 0.57547
H 2.84489 5.24155 1.57500
H 4.25553 0.24797 -3.43857
H 4.00320 -2.00930 -4.40027
H 2.20563 -3.50805 -3.53642
H 0.71144 -2.66194 -1.73054
O 1.45892 -0.99198 1.55580
S 0.73078 -1.68562 2.75293
C 1.14406 -3.43249 2.64408
C 1.38500 -3.82130 4.09874
C 2.31825 -2.75004 4.67410
C 1.83903 -1.38336 4.15835
H 2.05622 -3.48352 2.04543
H 0.32740 -3.95613 2.14768
H 1.81153 -4.82118 4.15609
H 0.43904 -3.84345 4.64438
H 3.34050 -2.92949 4.34196
H 2.31962 -2.76468 5.76194
H 2.62966 -0.75032 3.75519
H 1.27328 -0.81168 4.89108
C -0.95597 0.55673 1.16608
Ge -2.55411 -0.04685 0.12788
C -1.56263 0.06540 -1.56100
C -0.75531 1.20122 -1.75254
C -0.02560 1.37022 -2.93485
C -0.09465 0.41080 -3.92351
C -0.90148 -0.71481 -3.74869
C -1.62676 -0.88666 -2.58522
C -2.91912 -1.87336 0.68328
C -4.00049 -2.17555 1.50688
C -4.24878 -3.48392 1.90098
C -3.42279 -4.51019 1.46859
C -2.33372 -4.22355 0.65444
C -2.08530 -2.91371 0.27741
C -4.00241 1.21754 0.31954
C -5.33067 0.81267 0.20512
C -6.35734 1.74247 0.27729
C -6.06639 3.08460 0.46773
C -4.74698 3.50013 0.57773
C -3.72358 2.56988 0.50342
H -1.03487 1.04608 2.14259
H -0.76723 2.01445 -1.03572
H 0.55728 2.26965 -3.08654
H 0.44545 0.54714 -4.85107
H -0.97342 -1.44943 -4.54005
H -2.25873 -1.76012 -2.47793
H -4.65399 -1.38750 1.86319
H -5.09291 -3.70186 2.54048
H -3.62960 -5.53131 1.75787
H -1.69750 -5.02528 0.30229
H -1.23122 -2.70446 -0.35867
H -5.57759 -0.22951 0.03463
H -7.38498 1.41930 0.18454
H -6.86799 3.80806 0.52618
H -4.52038 4.54740 0.72269
H -2.69779 2.91381 0.59589
```

Multiplicity: 2
Net charge: +2
HOMO energy (spin up / spin down) (eV): -12.8 / -12.8
E_tot (Eh): -4570.07087
ΔE to the lowest compared entry with this formula, charge and spin (kcal per mole): 14.4
HOMO-LUMO gap (spin up / spin down) (eV): 6.73 / 6.05

Calculated atomic charges, method Löwdin, unit e: 1.234 0.150 -0.223 -0.004 -0.048 -0.052 -0.086 -0.442 1.016 -0.397 -0.333 -0.188 0.027 -0.006 -0.007 -0.097 -0.018 0.142 0.123 0.119 0.119 0.115 0.122 0.130 0.126 0.113 -0.669 1.035 -0.298 -0.216 -0.199 -0.271 0.114 0.085 0.129 0.125 0.123 0.124 0.103 0.099 -0.304 0.957 -0.324 -0.202 -0.074 -0.053 -0.051 -0.091 -0.283 -0.094 -0.055 -0.060 -0.084 -0.145 -0.287 -0.109 -0.062 -0.058 -0.067 -0.113 0.026 0.091 0.123 0.122 0.123 0.115 0.101 0.116 0.115 0.110 0.065 0.099 0.114 0.115 0.112 0.094


C39H44BCdF5Ge2N5O7S5 as an isolated structure, computed with ωB97M-V with the def2-TZVPD basis set.

XYZ file:
```
109
C39H44BCdF5Ge2N5O7S5 (ωB97M-V with the def2-TZVPD basis set)
Cd 0.51375 -0.57320 -0.52458
C -3.06632 0.84372 2.74086
N -2.14477 0.69361 3.83250
C -2.41477 0.11579 5.05250
C -1.34025 0.35245 5.83007
N -0.41212 1.08915 5.13189
B 0.79269 1.70565 5.96746
N 1.87524 2.33422 5.09463
C 2.07519 3.67667 4.88692
C 3.01499 3.82448 3.93196
N 3.40598 2.55651 3.55368
C 4.31779 2.26433 2.48119
C 2.69453 1.64342 4.27621
S 2.87538 -0.03238 4.24659
C -0.89624 1.26858 3.86612
S -0.28661 2.02010 2.47374
H -3.80377 0.04291 2.76474
H -2.52225 0.81400 1.79672
H -3.57968 1.80759 2.80000
H -3.33850 -0.40333 5.24198
H -1.14631 0.06508 6.84815
H 0.31756 2.59725 6.64204
H 1.26489 0.81800 6.62393
H 1.51220 4.41780 5.42559
H 3.43937 4.70768 3.48839
H 5.13365 2.98921 2.49632
H 3.80788 2.30690 1.51449
H 4.70893 1.25957 2.59873
O 2.63354 -0.56387 -4.03665
S 2.42267 -0.89618 -2.64366
O 1.19860 -1.70217 -2.43511
O 2.49021 0.24901 -1.74164
C 3.75433 -2.06495 -2.29482
C 4.47816 -2.47938 -3.41102
C 5.44571 -3.46179 -3.30773
C 5.69846 -4.04664 -2.07387
C 4.99335 -3.62711 -0.96180
C 4.01056 -2.64298 -1.06018
S 3.44724 -2.10444 0.57454
O 4.58420 -1.28819 0.93844
O 3.32157 -3.34448 1.31578
O 2.16843 -1.38883 0.47694
H 4.25543 -1.99145 -4.34880
H 6.00572 -3.77072 -4.18186
H 6.45509 -4.81618 -1.98111
H 5.17460 -4.04213 0.01981
F -2.57918 -4.20258 5.16646
C -2.77579 -3.51852 4.04940
C -1.71677 -2.88721 3.41290
F -0.51017 -2.96479 3.94544
C -1.93856 -2.17605 2.25366
F -0.92878 -1.50770 1.74939
C -3.20745 -2.11208 1.63518
S -3.47252 -1.29239 0.17788
C -4.25193 -2.75362 2.33159
F -5.49778 -2.68553 1.86644
C -4.05048 -3.42856 3.51157
F -5.07825 -4.00187 4.15170
C 0.03716 -5.27551 -3.05081
N -0.67204 -4.24081 -2.32706
C -1.74007 -3.57551 -3.04643
C -0.17971 -3.68491 -1.18862
C 0.97205 -4.40306 -0.53881
O -0.71906 -2.70387 -0.67911
H -0.62332 -5.67287 -3.82028
H 0.31806 -6.09308 -2.38832
H 0.94282 -4.88735 -3.52795
H -2.50616 -4.30533 -3.32106
H -1.36092 -3.08835 -3.94964
H -2.18197 -2.82730 -2.39506
H 1.82804 -4.45802 -1.21315
H 0.66945 -5.41467 -0.26094
H 1.28386 -3.86651 0.35280
C -1.56269 4.99918 -2.06813
Ge -0.96293 3.86090 -0.52280
C 0.66205 4.76098 0.19414
C -2.30757 4.32421 0.88414
Ge -0.65044 1.49510 -1.33497
C -2.53746 1.17196 -1.96473
C -2.80337 -0.00308 -2.67141
C -4.07389 -0.30663 -3.13601
C -5.12987 0.55709 -2.87958
C -4.89666 1.71884 -2.16030
C -3.61422 2.01995 -1.71718
C 0.17630 1.94030 -3.10648
C 0.94141 3.08921 -3.30189
C 1.52686 3.37491 -4.52556
C 1.37665 2.49719 -5.58953
C 0.64191 1.33728 -5.41062
C 0.05509 1.06741 -4.18426
H -1.45248 6.05692 -1.82128
H -2.61040 4.80569 -2.30162
H -0.97877 4.78683 -2.96239
H 0.42998 5.78119 0.50612
H 1.48181 4.79256 -0.52485
H 0.99410 4.20247 1.06888
H -2.46027 5.40623 0.90050
H -1.92939 4.00184 1.85099
H -3.27148 3.84028 0.72106
H -1.99188 -0.70549 -2.82694
H -4.24912 -1.22857 -3.68044
H -6.12889 0.31487 -3.22298
H -5.71904 2.38810 -1.93235
H -3.45123 2.92841 -1.15367
H 1.09109 3.77123 -2.47263
H 2.10485 4.28421 -4.65036
H 1.83979 2.71041 -6.54611
H 0.55407 0.62238 -6.21994
H -0.49074 0.14038 -4.06409
```

Multiplicity: 2
Net charge: -2
HOMO energy (spin up / spin down) (eV): -1.7 / -1.7
E_tot (Eh): -9149.85433
HOMO-LUMO gap (spin up / spin down) (eV): 5.35 / 3.15

Results of the Löwdin charge analysis, in e, for atoms 1 through 99: 1.257 -0.088 -0.142 -0.088 -0.094 0.021 -0.515 -0.041 -0.102 -0.091 -0.131 -0.045 -0.817 0.550 -0.690 0.614 0.067 0.027 0.095 0.106 0.111 0.064 0.050 0.102 0.102 0.080 0.096 0.051 -0.323 0.439 -0.425 -0.398 -0.215 -0.070 -0.094 -0.089 -0.072 -0.230 0.434 -0.301 -0.337 -0.464 0.098 0.092 0.094 0.109 0.142 -0.132 -0.147 0.159 -0.247 0.077 -0.562 0.921 -0.250 0.083 -0.148 0.106 -0.055 -0.144 -0.043 -0.504 0.015 -0.102 0.082 0.080 0.099 0.087 0.100 0.055 0.088 0.092 0.061 -0.247 0.673 -0.261 -0.278 0.766 -0.396 -0.212 -0.123 -0.121 -0.100 -0.135 -0.375 -0.152 -0.098 -0.112 -0.108 -0.142 0.006 -0.002 -0.010 0.010 -0.003 -0.031 0.008 -0.053 -0.010


C6H24F18LiN3O24S6 as an isolated structure, computed with ωB97M-V with the def2-TZVPD basis set.

XYZ file:
```
82
C6H24F18LiN3O24S6 (ωB97M-V with the def2-TZVPD basis set)
Li 6.87774 -16.83630 9.24276
C -2.12754 -17.36681 16.60010
F -1.84496 -16.57450 15.57156
F -2.30203 -16.55620 17.64326
F -3.16161 -18.13414 16.33610
S -0.62873 -18.51054 16.91573
O -0.89341 -19.25172 18.11572
O -0.55372 -19.32320 15.72850
N 0.65982 -17.40291 17.02716
S 1.53156 -17.49604 15.78475
O 2.67034 -18.37984 15.90823
O 0.81430 -17.44093 14.52526
C 2.36412 -15.73703 15.76783
F 1.51235 -14.75290 16.11590
F 3.26466 -15.75332 16.77817
F 2.98813 -15.37923 14.65326
C 4.70022 -19.58204 10.13470
F 4.25775 -20.59427 10.88270
F 5.51738 -20.00145 9.16718
F 3.68186 -18.95979 9.57461
S 5.66890 -18.40878 11.33825
O 5.14287 -18.57999 12.66007
O 7.02784 -18.87454 11.15722
N 5.62983 -16.90923 10.60675
S 4.70143 -16.04854 11.60208
O 3.33685 -16.53002 11.47948
O 5.27033 -15.84575 12.91255
C 4.81245 -14.22500 10.89949
F 3.97494 -13.43204 11.57333
F 6.04895 -13.81116 11.20903
F 4.67815 -14.08215 9.58952
C 1.79591 -13.51600 4.21238
F 2.91590 -13.27004 4.88139
F 0.79897 -13.11488 4.98158
F 1.76182 -12.83980 3.06946
S 1.74960 -15.39422 3.76460
O 0.47170 -15.64305 3.13551
O 2.93033 -15.61923 2.99323
N 1.88724 -16.19687 5.30328
S 1.63734 -17.67338 4.89780
O 0.23765 -18.03244 4.97389
O 2.31270 -18.19400 3.69869
C 2.57647 -18.48356 6.35796
F 2.85402 -19.75096 6.04451
F 3.61486 -17.78243 6.81436
F 1.76296 -18.56923 7.45587
O 7.08736 -21.76188 12.44408
H 6.51764 -21.58596 11.68932
H 7.74047 -21.05490 12.41581
O 8.03441 -15.16933 8.97217
H 8.05203 -14.63854 8.16823
H 8.10301 -14.52493 9.70646
O 5.34133 -13.68416 14.67818
H 4.45533 -13.31308 14.64352
H 5.27686 -14.50482 14.15501
O 4.89893 -10.56121 12.20192
H 4.30067 -10.91666 12.86918
H 4.32727 -10.08226 11.59349
O 1.33732 -13.76624 12.88865
H 1.56980 -14.47123 12.26728
H 0.60804 -14.12983 13.40382
O 8.73924 -14.04214 11.32880
H 9.65089 -13.74030 11.24426
H 8.58123 -14.08411 12.28186
O 1.59940 -12.59924 9.86112
H 1.42875 -12.68959 10.80415
H 2.41242 -12.08320 9.81532
O 2.66630 -13.74538 7.69566
H 3.13826 -12.96644 7.38407
H 2.16086 -13.44062 8.47468
O 3.40685 -21.38754 13.31495
H 4.28473 -21.76927 13.42247
H 3.41612 -20.99525 12.43149
O 8.05072 -11.20449 11.52429
H 8.30457 -11.94625 10.96432
H 8.86072 -10.69780 11.64455
O 8.40819 -18.12665 8.88759
H 9.17479 -18.15370 8.30786
H 8.51987 -18.86979 9.49593
O 1.48915 -16.19400 9.03745
H 0.85393 -16.29795 9.75311
H 1.92628 -17.04789 8.97886
```

Net charge: -2
HOMO energy (eV): -4.6
E_tot (Eh): -6407.36247
ΔE to the lowest compared entry with this formula, charge and spin (kcal per mole): 43.4
HOMO-LUMO gap (eV): 6.69

Calculated atomic charges, method Löwdin, unit e: 0.682 -0.684 0.131 0.123 0.152 0.646 -0.306 -0.310 -0.304 0.528 -0.293 -0.337 -0.621 0.092 0.083 0.120 -0.621 0.122 0.143 0.161 0.644 -0.228 -0.334 -0.385 0.641 -0.272 -0.292 -0.606 0.135 0.103 0.150 -0.676 0.121 0.147 0.129 0.656 -0.314 -0.314 -0.278 0.529 -0.312 -0.344 -0.619 0.118 0.118 0.068 -0.053 0.009 0.025 -0.101 0.063 0.010 -0.075 0.018 -0.020 -0.054 0.032 0.027 -0.054 0.031 0.047 -0.049 0.068 0.089 -0.039 0.027 0.046 -0.080 0.016 -0.020 -0.048 0.021 0.001 -0.052 -0.004 0.029 -0.095 0.059 0.042 -0.045 0.039 -0.003